63
Properties=species:S:1:pos:R:3 method="wB97M-V/def2-TZVPD" homo_lumo_gap_ha=0.390 spin_multiplicity=1
Si 4.04309 0.50654 0.37249
Si 1.70135 1.96581 -0.53781
F -4.08499 -0.72453 -0.64581
F 1.72251 -0.84149 -1.95513
F 4.70864 -2.71496 1.60198
F -7.66393 -1.43601 1.71157
F -8.55975 -3.05910 -1.43667
F -5.26593 2.24552 1.12917
F -8.76607 -0.26266 -1.00304
F -1.92221 -0.43109 1.19206
F -5.20003 0.04944 1.58572
F -6.21039 -2.46916 0.33985
F -8.18421 -3.99927 0.56096
F -9.81804 -2.47494 0.44785
F -2.02896 0.99031 -1.34574
F -6.74428 -0.86042 -1.78537
F -7.19010 1.89821 -0.99956
F -2.95150 2.81302 -0.41013
F -2.76486 1.41802 2.25941
F -7.72187 1.33147 1.09360
F -4.62747 1.07682 -1.87476
O 8.47708 -2.01223 -1.06885
O 3.28185 2.04922 0.16100
O 6.29701 -2.61932 -1.17224
C 0.49204 0.78826 0.42801
C 1.68057 1.66385 -2.43425
C -7.40921 -0.46647 -0.61239
C 2.06412 0.18438 -2.89094
C -6.91815 0.91822 -0.00473
C -8.56094 -2.78612 -0.07425
C -2.12329 0.95239 1.06445
C -5.41465 0.96836 0.52160
C 4.76524 -1.84605 2.74051
C 5.06796 0.03755 -1.17341
C 7.09432 -1.67020 -1.05342
C 5.11842 0.66981 1.98164
C 5.82870 -0.69863 2.41047
C -4.27841 0.67980 -0.55069
C -7.41675 -1.71939 0.36651
C 6.63803 -0.13231 -0.93105
C -0.67425 1.67359 1.08413
C -2.86985 1.40396 -0.26659
H 7.16411 0.38863 -1.81247
H -0.42027 1.76406 2.20254
H 1.45344 -0.03530 -3.84032
H 3.15451 0.15472 -3.23437
H 5.17889 -2.44313 3.63006
H 6.59859 -1.09242 1.67677
H 0.66653 1.94938 -2.88624
H 7.03770 0.36627 0.00504
H 6.40336 -0.49586 3.38803
H -0.72540 2.74932 0.70509
H 1.11410 3.31663 -0.35302
H 2.43940 2.39028 -2.89419
H 8.55760 -2.99059 -1.14517
H 4.56268 -0.86567 -1.65140
H 4.93433 0.90059 -1.92285
H 5.95230 1.41942 1.72409
H 0.03243 0.02896 -0.27836
H 3.01048 -0.49754 0.72141
H 1.00276 0.22522 1.26831
H 4.53236 1.12698 2.84865
H 3.73931 -1.42008 3.02229

---

63
Properties=species:S:1:pos:R:3 method="wB97M-V/def2-TZVPD" homo_lumo_gap_ha=0.123 spin_multiplicity=1 total_charge=-2
Pd 0.25386 -0.37640 0.12540
Cl -0.78039 1.95233 -0.95704
P 1.79732 0.04201 -1.43639
Si -1.28716 -2.14829 0.02547
Si 0.02803 -0.49129 2.47658
C 4.58275 -0.45577 -2.20561
C -1.04706 -2.05284 2.89758
C -2.39629 -3.90466 2.12334
C 0.53551 3.94949 -2.14355
C 3.65865 -0.10741 -1.22317
C -2.62541 -4.32593 3.42595
C -0.94851 -3.80424 -0.89935
C 1.48731 -0.10773 -4.32477
C 5.47366 0.03531 0.37161
C 1.73558 1.82953 -1.98708
C 1.60293 -2.87166 -4.33264
C -0.89738 0.86411 3.48209
C 1.75391 -2.16916 -3.15077
C -1.29863 -2.48651 4.20658
C -2.06991 -3.60769 4.48140
C 1.62567 4.55022 -2.75170
C 2.77396 3.80347 -2.98749
C 0.60001 2.61294 -1.76648
C 6.38833 -0.30003 -0.61949
C 2.81210 2.46791 -2.61591
C 4.12029 0.11809 0.07169
C 5.93901 -0.55061 -1.90887
C 1.71719 -0.77159 -3.12104
C 1.53767 -0.77948 3.63776
C 1.31173 -0.81043 -5.51562
C 1.37869 -2.19416 -5.52948
C -1.61255 -2.78071 1.82768
C -3.09354 -1.82070 -0.55664
H 3.71074 1.89846 -2.81921
H -0.37049 4.50353 -1.93530
H 1.43360 0.97360 -4.34391
H -1.03943 0.57096 4.53278
H 7.44435 -0.37892 -0.38389
H -3.23340 -5.20567 3.61997
H 2.16678 0.11750 3.63910
H -3.10821 -1.59880 -1.62926
H 2.15115 -1.60700 3.26798
H -3.75048 -2.68352 -0.37037
H 5.80782 0.21348 1.38771
H 1.85805 -2.71222 -2.21605
H -1.88411 1.05994 3.04947
H 1.24727 -1.00091 4.67535
H 3.38077 0.34162 0.83868
H 4.24282 -0.65501 -3.21584
H -0.81617 -3.61179 -1.96961
H 1.23750 -2.74226 -6.45419
H 6.64283 -0.82265 -2.68839
H 1.57552 5.59589 -3.03402
H 1.12007 -0.26371 -6.43304
H -0.02997 -4.27360 -0.53084
H -1.76904 -4.52789 -0.78498
H 3.63754 4.25375 -3.46326
H -0.87418 -1.93009 5.04070
H -2.84381 -4.46936 1.30703
H -3.51341 -0.95474 -0.03511
H -0.33464 1.80271 3.45548
H -2.23786 -3.92099 5.50840
H 1.62646 -3.95573 -4.31896

---

36
Properties=species:S:1:pos:R:3 method="wB97M-V/def2-TZVPD" relative_energy_ev=0.005 homo_lumo_gap_ha="0.257 / 0.245" s2=2.01 spin_multiplicity=3 total_charge=-1
Pd -0.79536 1.34247 -0.33743
Br 6.01586 0.66328 3.36279
S 0.76606 2.65423 0.50429
F -2.95015 -0.47636 -1.00606
F -2.32294 -0.71994 1.10213
O 1.90747 -0.64646 0.34016
O 0.22232 -0.61957 2.38010
N 1.44671 0.10594 6.29657
N -0.30679 -0.12620 4.93243
C 2.60705 -0.21910 -0.81617
C -2.29427 0.03460 8.05188
C 1.96068 -0.05388 3.89895
C -0.83032 -0.04228 6.19870
C 4.17939 0.25876 3.06317
C -2.48108 0.25186 0.10304
C 0.10042 0.21203 8.41929
C -1.19109 0.17703 8.90879
C 3.31545 0.22778 4.12457
C 1.51900 -0.31759 2.60946
C 2.43678 -0.30993 1.54148
C 0.28399 0.10114 7.04114
C 1.05096 -0.02962 5.05322
C -2.13350 -0.07763 6.68352
C 3.76322 -0.00108 1.75943
H 0.95394 0.32346 9.07547
H -0.77581 -0.23991 4.04556
H 4.46894 0.03264 0.94362
H 3.64180 0.43298 5.13307
H -2.98228 -0.18519 6.02073
H -1.36020 0.26264 9.97497
H 1.94906 -0.42368 -1.65602
H -3.34730 0.83898 0.42956
H 3.54162 -0.77489 -0.93900
H 2.80295 0.85405 -0.76756
H -3.29159 0.01402 8.47277
H -0.04286 -0.36941 1.47417

---

73
Properties=species:S:1:pos:R:3 method="wB97M-V/def2-TZVPD" homo_lumo_gap_ha="0.224 / 0.197" s2=0.75 spin_multiplicity=2 total_charge=-2
Ag 0.56028 0.15609 0.00838
O 2.12431 0.30751 -1.63749
O -3.69719 1.07292 5.02123
O 2.24546 1.81109 0.95513
O 4.60953 -2.14416 -4.71642
O -0.41051 3.62245 -4.09213
O -1.68757 -1.02380 0.05428
O 0.80675 -1.93236 -0.94709
O -2.84131 2.01558 -0.21492
O 0.44683 -2.79446 3.60876
O -5.75988 0.88217 3.25243
O 2.67390 -4.12700 -4.63747
O -0.80756 1.37480 1.35057
N -0.83246 1.03881 -1.51414
N 1.13333 -0.86823 1.92012
C 2.44278 -0.76957 -2.22669
C -1.52598 -0.05779 -2.19042
C -4.66561 1.23310 2.81426
C 0.15889 -3.60435 4.71423
C -0.15039 1.93272 -2.44218
C 1.54984 -2.02414 -1.96336
C -3.45627 1.16265 3.81785
C 1.75463 -2.94462 3.12563
C -2.27571 -0.96932 -1.21030
C -3.09404 1.75153 0.99473
C 1.89299 -2.12490 1.83047
C 1.61098 -3.06516 -2.85888
C -4.39788 1.62515 1.47922
C 2.90702 0.98021 1.87395
C 3.67041 -2.05850 -3.94118
C -1.22547 4.33222 -4.97382
C 3.42736 -0.88080 -3.17452
C -2.14564 1.12490 3.25194
C -1.15563 2.76705 -3.23308
C 1.90945 0.15081 2.66877
C -2.54502 -1.59007 1.00374
C -1.92690 1.46369 1.92392
C 3.13738 2.62926 0.24122
C 2.60866 -3.17146 -3.86769
H 0.82514 -3.79729 -2.69723
H 3.30898 1.64836 2.66234
H 0.72390 -3.30850 5.61190
H -1.54648 1.53845 -0.92547
H -1.93799 -2.01818 1.80836
H 2.54027 3.26241 -0.41267
H 0.42485 2.66440 -1.87581
H 0.29280 -0.99369 2.47643
H 3.78218 0.49519 1.42391
H 3.67724 3.28375 0.94161
H -2.31711 0.34427 -2.83296
H 4.09161 -0.02673 -3.26687
H 2.48397 -2.64152 3.89628
H 1.21030 0.91085 3.02406
H -1.25045 0.80629 3.77866
H 2.92328 -1.82312 1.65346
H 1.49714 -2.75334 1.03770
H 0.45840 1.35662 -3.13333
H 3.82491 2.04900 -0.37975
H 2.39530 -0.30819 3.53666
H 0.49347 -4.64002 4.54109
H -5.22319 1.74700 0.78794
H -0.60147 4.82571 -5.71790
H -1.79693 2.12391 -3.84279
H -0.84370 -0.64303 -2.80901
H 1.94965 -4.00560 2.91337
H -1.97225 3.67401 -5.43747
H -0.91041 -3.55674 4.89070
H -3.31705 -0.62621 -1.14081
H -1.73080 3.37204 -2.52211
H -1.79479 5.12777 -4.46249
H -2.36302 -1.98201 -1.63854
H -3.07942 -2.45879 0.58239
H -3.28807 -0.93112 1.45926

---

What did the third record say?
36
Properties=species:S:1:pos:R:3 method="wB97M-V/def2-TZVPD" relative_energy_ev=0.005 homo_lumo_gap_ha="0.257 / 0.245" s2=2.01 spin_multiplicity=3 total_charge=-1
Pd -0.79536 1.34247 -0.33743
Br 6.01586 0.66328 3.36279
S 0.76606 2.65423 0.50429
F -2.95015 -0.47636 -1.00606
F -2.32294 -0.71994 1.10213
O 1.90747 -0.64646 0.34016
O 0.22232 -0.61957 2.38010
N 1.44671 0.10594 6.29657
N -0.30679 -0.12620 4.93243
C 2.60705 -0.21910 -0.81617
C -2.29427 0.03460 8.05188
C 1.96068 -0.05388 3.89895
C -0.83032 -0.04228 6.19870
C 4.17939 0.25876 3.06317
C -2.48108 0.25186 0.10304
C 0.10042 0.21203 8.41929
C -1.19109 0.17703 8.90879
C 3.31545 0.22778 4.12457
C 1.51900 -0.31759 2.60946
C 2.43678 -0.30993 1.54148
C 0.28399 0.10114 7.04114
C 1.05096 -0.02962 5.05322
C -2.13350 -0.07763 6.68352
C 3.76322 -0.00108 1.75943
H 0.95394 0.32346 9.07547
H -0.77581 -0.23991 4.04556
H 4.46894 0.03264 0.94362
H 3.64180 0.43298 5.13307
H -2.98228 -0.18519 6.02073
H -1.36020 0.26264 9.97497
H 1.94906 -0.42368 -1.65602
H -3.34730 0.83898 0.42956
H 3.54162 -0.77489 -0.93900
H 2.80295 0.85405 -0.76756
H -3.29159 0.01402 8.47277
H -0.04286 -0.36941 1.47417